No. 1
Computed, not measured: a molecular structure, C34H37N5O4SSc, with ωB97M-V/def2-TZVPD.

Charge = +1
Maximum force = 0.30 eV/Å
Frontier orbital gap = 7.84 eV
DFT total energy = -83032.9249 eV

Each line ends with the Mulliken charge.
Element x y z (Å)
H -4.31 2.12 -3.32  0.26
H -2.26 0.64 -3.20  0.00
C -5.70 -0.79 4.89  -0.40
H 5.67 0.39 -2.97  0.38
H -6.41 -0.36 -2.57  0.32
H 1.85 1.13 -1.83  -0.11
C -0.50 -2.24 -2.88  -0.64
C 4.05 -1.72 0.05  -0.15
C -4.12 -0.20 2.69  0.54
C 5.97 -2.86 0.93  -0.81
C 4.88 -0.89 -0.72  0.95
O 4.25 0.03 -1.49  -0.03
C 0.90 3.66 1.74  0.00
C -0.93 -2.05 -0.15  -0.19
C -1.42 -3.07 -2.26  -0.62
O -2.05 0.47 1.77  -0.51
H -3.81 1.51 -4.90  0.45
C -3.60 -0.06 3.98  -0.46
H -4.47 -1.92 -2.69  0.45
C -1.65 -2.98 -0.89  -1.05
H -6.32 -1.02 5.75  0.40
Sc -0.65 1.24 0.57  -0.05
C 3.42 2.53 1.88  0.53
C 4.59 -2.69 0.87  -0.33
C -4.21 1.22 -3.93  -1.27
C 1.05 2.33 1.33  0.48
H 5.97 3.45 1.81  0.40
H -3.20 -0.69 -3.85  0.46
C 5.75 2.57 2.41  -1.05
C -6.07 -0.87 -1.67  -1.27
H -6.70 -1.75 -1.53  0.39
H 1.82 5.44 2.52  0.40
H 6.91 -0.44 -1.23  0.45
H -1.96 -3.80 -2.85  0.48
C 1.98 -0.44 0.34  0.19
C 1.20 0.83 -2.66  -0.13
N -3.68 -0.17 -1.92  0.77
H -4.00 -0.24 6.07  0.41
H 4.38 1.59 -2.76  0.23
C 3.23 3.84 2.28  -0.36
H -5.20 0.79 -4.09  0.32
N -3.81 0.04 0.34  0.08
H -6.19 -0.21 -0.82  0.25
H 5.59 2.86 3.45  0.41
H 0.20 1.25 -2.52  -0.07
C -4.40 -0.35 5.07  -0.72
H -4.32 -1.90 -0.94  0.29
C 0.01 -1.22 -0.76  -0.41
H -0.08 4.14 1.69  0.41
H 4.06 4.43 2.65  0.46
C -3.27 0.22 -3.27  -0.53
C 6.25 -1.06 -0.65  -0.83
H 1.61 1.22 -3.59  0.39
C -6.22 -0.93 3.61  -0.68
H -7.23 -1.28 3.46  0.42
H 2.11 -2.21 -0.59  0.23
C -3.27 0.14 1.53  0.01
H -0.31 -2.30 -3.94  0.54
H 6.58 1.87 2.36  0.26
H 3.64 0.23 1.21  0.33
C 6.79 -2.04 0.18  -0.77
H 3.92 -3.30 1.46  0.49
H -1.06 -1.98 0.92  0.57
H 6.39 -3.62 1.57  0.41
C -3.32 0.49 -0.82  0.25
H -5.81 -0.75 1.51  0.36
C 5.06 0.92 -2.24  -1.04
N 2.63 -1.56 -0.02  0.24
C -4.61 -1.31 -1.80  -0.49
N 2.67 0.46 1.04  0.12
C -5.43 -0.64 2.51  -0.13
C 0.21 -1.30 -2.14  0.72
O 1.15 -0.58 -2.82  -0.50
S -2.41 1.99 -1.02  -0.38
C 1.96 4.41 2.20  -1.19
H 5.71 1.51 -1.58  0.39
O 4.62 1.88 1.90  -0.39
N 0.70 -0.26 0.05  0.69
H -2.59 0.28 4.11  0.42
H -2.35 -3.63 -0.40  0.48
H 7.86 -2.17 0.22  0.42
C 2.33 1.79 1.41  -0.38

---

No. 2
Computed, not measured: 4 unconnected molecules or ions with the total composition C34H39BF24N2O10P2S, with ωB97M-V/def2-TZVPD.

Maximum force = 1.16 eV/Å
Frontier orbital gap = 8.18 eV
SMILES = CCCCCc1c(P(=O)(O)O)ccc2c1N(B(O)OCC)c1cc(P(=N)(O)O)ccc1S2.FC(F)C(F)(F)COC(F)(F)C(F)F.FC(F)C(F)(F)COC(F)(F)C(F)F.FC(F)C(F)(F)COC(F)(F)C(F)F
DFT total energy = -154662.5686 eV

Each line ends with the Mulliken charge.
Element x y z (Å)
C -4.61 1.53 -1.66  -0.90
H 2.41 -2.77 -3.85  0.31
F -4.45 -2.94 6.54  -0.27
C -0.81 -6.37 8.92  0.81
C -3.56 -2.79 3.29  0.90
H 2.99 -4.68 -1.46  0.34
F 2.54 10.53 -4.39  -0.26
P -5.05 -1.16 -1.29  0.86
C -4.87 -2.42 4.00  -0.69
H -4.15 -2.60 -2.56  0.34
C 0.93 -3.53 8.59  0.86
H 1.06 -3.41 6.42  0.22
H 1.93 -0.47 -4.03  0.28
F 1.90 9.22 -6.63  -0.33
H -0.96 -3.17 9.40  0.41
F 1.66 -5.20 7.07  -0.22
C 1.97 0.02 -1.90  -1.30
H 0.94 -2.69 -6.03  0.27
C 3.40 7.47 -6.40  -0.74
H 0.42 -3.17 -2.23  0.15
H 1.98 -5.08 -2.88  0.34
O -4.11 -2.43 -1.60  -0.51
F 2.86 -3.39 7.28  -0.28
H 4.94 3.95 -1.12  0.33
O -5.15 -1.19 0.30  -0.35
F -0.75 -6.30 7.58  -0.26
H 4.04 10.20 -5.66  0.29
F 3.43 6.73 -2.97  -0.25
C -1.97 1.21 -2.51  -1.00
O 4.92 1.38 -1.98  -0.56
H 0.54 2.26 -5.25  0.29
C 3.41 9.66 -4.95  0.05
C 1.64 -0.91 -3.07  0.98
C 4.62 6.00 -4.89  0.71
F 0.93 -2.16 8.64  -0.31
F -2.97 -1.23 7.98  -0.25
O 3.98 1.08 0.38  -0.71
C -0.01 3.28 -2.40  0.64
C -2.72 0.11 -2.13  -0.21
C 1.56 1.48 -1.97  -0.51
H -4.86 -2.05 0.65  0.23
P 4.05 1.98 -0.77  1.11
H 1.54 -2.77 -0.94  0.26
C 0.88 4.22 -1.89  -0.66
C 4.14 5.70 -3.47  0.64
F 4.17 9.14 -3.97  -0.21
C -3.86 2.63 -2.02  -0.83
H 3.28 -2.13 -2.40  0.42
F 0.22 -8.48 8.83  -0.26
H 4.33 7.86 -6.81  0.32
F -5.53 -1.12 7.02  -0.31
H 0.67 -0.39 -6.18  0.22
H -0.82 -0.74 -7.01  0.58
C 1.60 -3.87 7.25  0.18
F -2.36 -3.83 5.07  -0.21
H -4.28 3.62 -1.96  0.42
H 1.51 -0.38 -0.99  0.21
C 2.61 8.57 -5.67  0.91
C 0.28 -7.30 9.49  0.16
H -7.22 -1.20 -1.49  0.23
H 3.04 -0.06 -1.74  0.70
F 1.50 -6.77 9.30  -0.22
C 2.45 2.45 -1.46  0.66
B -0.65 0.86 -4.46  0.70
H -0.72 -2.98 -6.50  0.34
C 2.11 3.80 -1.43  -1.07
O 3.58 6.24 -5.73  -0.35
O -1.05 -0.33 -5.00  -0.51
O -4.83 -1.39 4.96  -0.41
H 0.60 5.27 -1.84  0.51
F -2.75 -1.71 3.23  -0.28
O -0.78 -5.14 9.51  -0.40
H 0.57 -1.10 -3.09  -0.60
F 1.73 8.01 -4.81  -0.25
C -2.55 2.47 -2.46  1.00
S -1.59 3.87 -2.91  -0.39
F -1.68 -4.16 3.02  -0.25
C 0.32 1.92 -2.46  -0.83
N -6.39 -1.18 -2.07  -0.85
H -3.38 0.19 6.62  0.24
C -3.25 -0.89 6.70  0.20
H 2.80 4.52 -1.00  1.14
F 1.68 -3.98 9.61  -0.29
H -3.38 -4.91 3.73  0.30
C -0.53 -3.95 8.78  -0.59
F 5.24 4.87 -5.32  -0.31
C 2.00 -4.62 -1.89  -1.47
F -1.99 -6.94 9.24  -0.31
H -2.27 -0.87 -2.18  0.80
F -3.90 -3.12 2.00  -0.45
H -5.63 1.65 -1.34  0.42
H 1.34 -5.23 -1.27  0.39
F -2.21 -1.27 5.94  -0.20
F 5.53 6.99 -4.91  -0.29
H -1.08 -3.93 7.84  0.29
C -4.53 -1.62 6.27  0.80
F 5.21 5.50 -2.66  -0.35
H 2.77 7.22 -7.25  0.39
H -5.38 -3.31 4.38  0.34
C -0.09 -2.39 -5.83  -0.97
H -0.35 -2.64 -4.81  0.17
C 1.48 -3.19 -1.95  -0.05
C -2.77 -4.01 3.79  0.06
H 3.52 4.80 -3.46  0.02
N -0.63 0.98 -2.98  0.67
C -4.04 0.26 -1.73  0.12
H 4.63 1.68 -2.85  0.41
C 2.31 -2.29 -2.87  -1.19
O 4.80 3.34 -0.38  -0.56
H 0.11 -7.46 10.55  0.25
H -5.50 -2.02 3.21  0.38
O -0.36 1.92 -5.31  -0.34
C -0.29 -0.90 -6.07  -0.38

---

No. 3
Computed, not measured: a molecular structure, C34H39ClGe2IN4OSSn, with ωB97M-V/def2-TZVPD.

Charge = +1
Maximum force = 0.20 eV/Å
Energy relative to the best compared isomer or geometry (same formula, charge and spin) = 0.0 kcal/mol
Frontier orbital gap = 6.98 eV
DFT total energy = -194216.8480 eV

Each line ends with the Mulliken charge.
Element x y z (Å)
Ge -1.67 1.46 -0.67  -0.85
H -4.38 0.23 0.53  0.34
H -1.71 1.09 1.81  0.40
H 1.04 1.93 1.96  0.21
H 2.43 1.37 1.04  -0.22
H -0.97 -4.42 3.98  0.46
C 1.78 -1.22 1.57  0.08
H -0.23 4.91 -0.55  0.37
S -1.61 -3.03 -0.59  -0.45
H -1.96 -0.41 0.96  -0.76
C 2.42 3.51 1.39  -1.52
H 0.76 0.94 -3.47  0.12
C -2.87 5.68 -1.05  -0.57
C 1.85 -1.08 2.94  0.04
C 1.15 1.96 -3.42  -1.17
C -2.29 0.63 1.01  1.09
C -3.74 0.86 -2.71  -1.44
C -5.39 4.54 -0.88  -1.20
C -5.27 5.90 -1.06  -0.46
C -2.98 4.30 -0.85  0.58
C 1.71 -5.95 -0.07  -0.85
H -3.90 7.54 -1.31  0.40
H -1.62 0.68 -3.07  0.30
Sn 0.57 -1.50 -1.16  0.48
H 2.33 3.21 -2.11  0.54
Ge 0.64 2.27 -0.53  0.35
C 4.01 -1.08 -1.23  -0.57
C -1.78 3.44 -0.73  -0.46
C 5.29 -0.96 -0.67  -1.06
C -0.70 -4.33 2.95  -0.87
H 1.71 4.33 1.47  0.34
H 2.66 1.51 -1.91  0.08
H -1.89 6.14 -1.13  0.35
C 1.17 -4.67 -0.05  0.02
N 2.92 -1.20 -0.50  0.55
H 3.00 3.47 2.31  0.41
H 1.83 2.10 -4.27  0.44
C 1.86 2.22 -2.09  -0.23
H -3.82 1.91 -2.96  0.37
I 0.10 -0.87 4.04  0.07
H -3.49 -3.23 1.51  0.36
C 4.26 -1.05 1.51  0.31
H 1.29 -5.21 2.66  0.53
C -4.00 6.47 -1.15  -0.76
H -6.37 4.08 -0.82  0.40
C 3.09 -0.98 3.61  -0.44
C 3.02 -1.18 0.86  -0.04
H -4.48 0.65 -1.93  0.26
H 1.41 -6.68 0.68  0.59
H 3.87 -1.06 -2.30  0.51
H -4.12 1.74 1.41  0.37
H 3.12 3.75 0.58  0.35
C 0.40 -4.73 2.30  -0.32
C -2.32 0.49 -2.26  0.29
C -2.80 -3.08 2.34  -0.87
C 1.70 2.18 1.12  0.44
H 6.15 -0.87 -1.31  0.46
C -3.78 0.71 1.32  -1.42
H 3.56 -5.56 -2.87  0.45
N -1.52 -3.70 2.03  0.24
H -2.27 -0.58 -2.05  0.05
H 3.02 -7.27 -1.11  0.45
H -4.02 0.21 2.26  0.39
H -4.03 0.29 -3.59  0.42
N 1.47 -3.76 -0.96  0.27
C -4.25 3.75 -0.78  0.30
H 6.39 -0.86 1.16  0.47
H -4.36 2.68 -0.64  0.57
C 4.26 -0.98 2.92  0.43
C -0.51 3.86 -0.60  -0.06
N 0.26 -4.33 0.97  0.66
C 2.30 -4.10 -1.95  -0.18
H 0.31 2.64 -3.56  0.32
H -2.65 -2.01 2.51  0.27
Cl 5.76 -0.85 3.78  -0.25
C -0.93 -3.68 0.82  0.20
C 2.59 -6.28 -1.07  -0.51
H 3.10 -0.89 4.69  0.51
C 5.41 -0.96 0.70  -0.95
H -3.20 -3.55 3.24  0.32
C 2.89 -5.34 -2.05  -0.97
H 2.50 -3.33 -2.69  0.50
H -6.15 6.52 -1.15  0.40
O 0.65 -1.32 0.90  -0.08